No. 1
{
  "formula": "C5H14NO",
  "method": "wB97M-V/def2-TZVPD",
  "species": ["H", "H", "H", "H", "H", "H", "O", "H", "C", "H", "H", "H", "N", "C", "H", "C", "H", "H", "C", "C", "H"],
  "positions_angstrom": [[-1.66123, -0.28953, -1.75253], [0.32052, -1.24248, 0.08904], [-0.33071, 1.45799, 3.20511], [1.03772, -1.64466, -1.31093], [0.41016, 2.12269, 0.72171], [-1.91928, 0.61858, 3.29714], [2.71884, -2.02797, -0.74908], [-0.33564, -2.27982, -1.12322], [-1.08829, 0.75896, 1.30214], [-0.72509, 1.83348, -1.51633], [-1.74456, 2.24886, 2.70716], [3.30611, -2.30688, -1.44037], [0.10852, -1.38358, -0.89988], [-0.11102, 1.03689, -1.05046], [-0.30998, -0.33731, -2.70609], [-0.29540, 1.35046, 0.41321], [-1.70702, -0.07897, 0.99853], [3.23851, -2.12311, 0.04129], [-1.27203, 1.25016, 2.69709], [-0.56964, -0.28481, -1.64060], [0.92951, 1.32105, -1.28294]],
  "forces_ev_per_a": [[0.12, -0.82, 1.19], [-0.68, 0.20, 0.12], [0.12, -0.45, 0.08], [-0.10, 1.07, 0.53], [-0.46, 0.14, 0.19], [0.21, -0.20, 0.08], [-0.50, 0.13, -0.18], [-0.59, 0.08, 0.98], [0.07, 0.21, -0.33], [0.37, -0.38, -0.32], [-0.09, -0.40, -0.26], [0.51, -0.23, -0.69], [0.31, -1.86, -1.98], [-0.34, 1.61, -0.23], [0.61, -0.17, 0.38], [0.65, -0.93, 0.21], [-0.18, -0.03, -0.13], [0.26, -0.01, 0.73], [-0.21, 1.03, 0.43], [0.22, 1.58, -0.52], [-0.31, -0.56, -0.26]],
  "homo_lumo_gap_ha": 0.3515,
  "total_charge": 1,
  "e_lumo_ha": -0.119
}

No. 2
{
  "formula": "C43H48CoN11PS3",
  "method": "wB97M-V/def2-TZVPD",
  "species": ["C", "H", "C", "C", "C", "C", "N", "C", "C", "C", "C", "H", "H", "C", "N", "C", "H", "C", "H", "N", "H", "H", "H", "H", "H", "H", "C", "C", "H", "H", "C", "C", "H", "C", "Co", "H", "H", "H", "H", "N", "C", "H", "H", "S", "C", "C", "C", "H", "C", "H", "C", "N", "H", "H", "H", "H", "H", "H", "C", "P", "N", "C", "H", "N", "C", "S", "H", "C", "H", "N", "H", "H", "C", "H", "H", "N", "C", "S", "C", "C", "H", "C", "C", "C", "H", "C", "C", "C", "H", "H", "C", "H", "N", "C", "C", "H", "H", "H", "H", "H", "N", "C", "H", "H", "C", "C", "H"],
  "positions_angstrom": [[0.01922, -1.71213, -2.63217], [2.84251, -0.38580, 4.06408], [-4.88009, 1.82588, 0.18270], [0.82584, -4.22721, -3.59975], [-3.98199, 2.95042, -0.33205], [1.09024, -3.21081, 0.43657], [1.73277, 0.19970, 0.00448], [-0.80365, 0.41104, -2.95678], [2.53823, 0.94976, 5.70971], [0.32295, -3.31523, -4.45430], [0.01201, 5.87832, 0.38466], [-0.73680, -1.25390, -5.88696], [-3.11267, 3.47468, 1.60283], [-2.58541, 3.34274, -6.06772], [-2.05522, 1.43808, -0.07938], [2.28745, 0.47049, 4.43085], [-1.47121, 0.40663, -7.17053], [-1.74089, 1.24195, -6.53766], [3.76153, 1.15738, 2.48882], [-0.07428, 5.83434, -1.14676], [-5.50835, 4.25533, -1.13616], [2.14645, 3.41820, 1.07852], [-3.11396, 4.79073, 0.40025], [1.17285, 7.52482, -1.42515], [-3.03506, 4.31961, -6.15930], [1.94606, -4.23642, 2.93008], [-2.08427, -0.69662, 2.26374], [2.13240, 0.54800, 1.23486], [-3.95716, 4.35336, -1.98348], [-4.60590, 4.32422, 1.22196], [2.63359, 0.06332, -0.96774], [2.51086, 4.45080, -1.71396], [-1.03917, 1.36869, -2.50607], [-0.09642, -2.01544, -3.98798], [-0.24095, -0.34960, -0.10687], [2.24768, -0.21710, -1.94035], [-4.49992, 1.37762, 1.10342], [3.47598, 4.07004, -1.37688], [0.39759, 3.34663, 1.19304], [1.20726, 5.26255, 0.84071], [2.97245, -7.34471, 2.34883], [0.20395, 3.39647, 5.83024], [0.22394, -3.54183, -5.50866], [-2.09619, -1.56105, 0.76517], [1.46250, -4.84186, -1.25368], [-3.68105, 3.93944, 0.79043], [1.22392, 3.80695, 0.64484], [-3.06753, -0.48484, 4.02606], [-2.33505, 2.43443, -7.04386], [-0.87040, 5.36869, 0.76814], [1.54273, -4.50050, 0.07956], [-1.11451, 0.08057, 2.70309], [-2.69524, 0.66133, 0.08257], [-1.87580, 1.84612, 0.83319], [1.78824, -5.81965, -1.59141], [2.53226, 4.46017, -2.80521], [-0.01437, 6.93185, 0.66181], [1.14256, -5.19960, -3.95644], [2.72940, -6.28373, 3.16456], [1.16099, 3.28686, -1.14507], [-0.08239, 0.15614, 1.81344], [3.98373, 0.28055, -0.76921], [1.99822, 2.38702, 7.20517], [-0.33637, -0.50242, -2.13148], [0.79711, 2.58185, 5.43488], [-2.10685, 2.75841, -4.53219], [4.68307, 0.14235, -1.58231], [2.20468, -5.17223, 2.45206], [-0.27160, 4.45618, -2.73158], [2.35244, 5.82876, -1.21980], [2.41199, 6.94868, 0.54372], [-0.24728, 2.53913, 3.56574], [1.29791, 1.04904, 3.64096], [-5.87465, 2.21833, 0.40040], [2.91367, -6.29197, 4.22904], [-2.68737, 2.45403, -0.87221], [0.95136, -3.93428, -2.19287], [2.56872, -7.00622, 0.72959], [3.46441, 0.83499, 1.50127], [2.06130, -5.41044, 1.11349], [1.10675, -2.89074, 1.47241], [1.19332, 6.47674, -1.72230], [1.79988, 2.01062, 6.21003], [2.38135, 5.90160, 0.24066], [-1.17820, 4.01143, -1.28409], [0.54553, 2.10162, 4.16006], [-0.22849, 4.42035, -1.64132], [-4.65880, 3.67233, -1.49187], [5.44742, 0.88273, 0.68619], [3.36510, -8.31406, 2.61477], [4.40077, 0.68841, 0.48906], [1.12947, 6.39706, -2.80612], [0.62007, -2.34241, -0.42646], [-0.61996, -1.02990, -4.83331], [-1.54782, 1.26285, -5.18970], [-2.56544, 2.59835, -8.08701], [-4.99148, 1.03825, -0.56811], [-3.82299, -1.54202, 2.88537], [-2.87104, 2.03944, -1.78084], [-5.02656, 2.96238, -2.23767], [-3.14643, -0.82462, 3.08111], [0.54629, -2.68997, -1.72383], [-0.88526, 6.38025, -1.43922], [3.31039, 0.49063, 6.31311], [-0.98370, 0.20247, -4.33326], [1.05551, 0.57604, 2.25312], [3.27853, 5.40691, 0.60603]],
  "forces_ev_per_a": [[0.02, 0.13, 0.12], [0.03, 0.05, -0.02], [-0.06, -0.02, -0.01], [0.04, -0.03, 0.14], [-0.01, 0.01, -0.01], [0.00, 0.02, 0.02], [-0.45, 0.09, -0.55], [0.00, 0.17, 0.08], [0.00, -0.02, -0.04], [-0.07, 0.14, -0.01], [0.09, -0.07, -0.02], [0.00, 0.00, 0.03], [-0.02, 0.02, -0.03], [-0.03, 0.03, 0.00], [0.11, 0.27, -0.12], [-0.02, -0.12, 0.03], [-0.03, 0.05, 0.03], [-0.03, 0.05, -0.23], [-0.01, -0.03, -0.01], [0.02, -0.11, -0.01], [0.00, -0.03, -0.02], [-0.01, -0.04, 0.05], [-0.02, -0.02, 0.02], [0.00, 0.02, 0.04], [0.02, -0.05, -0.01], [0.01, -0.06, -0.01], [-0.04, -0.01, 0.15], [-0.15, 0.08, 0.27], [-0.03, 0.00, 0.03], [0.03, -0.02, 0.00], [-0.06, 0.05, -0.06], [-0.12, 0.04, 0.13], [0.00, -0.05, 0.02], [0.04, -0.11, -0.22], [0.42, -0.08, 1.06], [0.01, -0.01, 0.04], [0.00, 0.00, -0.02], [0.02, 0.01, -0.01], [-0.02, 0.04, -0.01], [0.09, -0.02, 0.02], [0.02, -0.06, 0.02], [0.02, -0.01, -0.01], [0.00, 0.01, 0.02], [-0.02, 0.23, -0.48], [0.01, -0.12, -0.10], [0.04, 0.02, 0.01], [-0.04, 0.04, -0.07], [0.03, -0.01, 0.01], [0.06, -0.13, 0.00], [-0.03, -0.02, -0.02], [0.08, -0.10, 0.25], [0.09, 0.15, -0.29], [-0.03, 0.00, 0.04], [0.05, -0.03, 0.01], [-0.01, 0.03, 0.00], [0.02, 0.01, -0.01], [0.02, 0.03, 0.00], [-0.01, 0.02, 0.01], [-0.06, 0.16, -0.04], [0.03, 0.35, -0.10], [-0.18, -0.58, -0.08], [0.02, 0.02, 0.02], [-0.01, -0.01, -0.02], [-0.19, -0.47, 0.21], [0.02, -0.03, -0.01], [0.00, 0.05, 0.10], [-0.02, 0.00, 0.02], [0.05, 0.02, 0.24], [-0.02, 0.03, -0.01], [0.06, -0.04, 0.02], [-0.02, 0.02, 0.00], [0.00, -0.03, 0.01], [0.00, 0.02, -0.11], [0.03, -0.02, 0.00], [-0.01, 0.00, -0.04], [0.00, 0.03, 0.07], [0.06, -0.23, -0.17], [0.03, -0.12, -0.12], [0.16, 0.03, 0.02], [-0.11, 0.16, -0.23], [-0.01, 0.00, -0.02], [0.07, -0.07, 0.04], [-0.03, 0.02, -0.02], [-0.13, -0.08, -0.07], [-0.04, 0.01, 0.07], [0.04, 0.08, -0.02], [0.01, 0.02, -0.07], [-0.01, 0.02, -0.04], [-0.02, 0.01, 0.00], [-0.01, 0.04, -0.01], [0.00, 0.03, 0.05], [-0.03, -0.01, -0.02], [0.17, -0.16, 0.15], [0.00, -0.12, -0.13], [0.11, -0.16, 0.20], [0.01, -0.01, 0.05], [-0.01, 0.02, 0.02], [-0.03, 0.04, -0.01], [-0.03, -0.06, 0.03], [0.04, 0.03, 0.02], [-0.03, -0.11, -0.04], [-0.11, 0.22, 0.05], [-0.01, -0.01, -0.02], [-0.03, -0.01, 0.00], [-0.07, 0.21, -0.15], [0.26, 0.22, -0.05], [0.02, 0.01, 0.01]],
  "homo_lumo_gap_ha": [0.2627, 0.2626],
  "total_charge": 2,
  "e_lumo_ha": [-0.181, -0.181],
  "spin_multiplicity": 2
}

No. 3
{
  "formula": "C8H12N4O",
  "method": "wB97M-V/def2-TZVPD",
  "species": ["H", "C", "H", "N", "C", "H", "H", "N", "C", "H", "H", "N", "H", "C", "H", "C", "C", "H", "C", "O", "H", "H", "N", "C", "H"],
  "positions_angstrom": [[1.14649, -0.94126, -2.37143], [-0.02872, 0.53462, -1.23935], [-2.00698, -0.05369, -1.93726], [0.38902, 2.79408, -1.46807], [-0.59327, -1.45375, 0.57644], [-0.37639, -2.22163, 1.31683], [0.90645, 0.49731, 2.76644], [-0.23152, -0.11237, 1.07282], [-1.44507, 0.77832, -1.38389], [-1.98974, -2.65112, 0.03956], [-0.89268, 0.59651, 1.39488], [1.81095, 1.61288, -0.04232], [-0.40697, 2.74357, -2.13476], [1.01712, 0.08143, 1.72866], [0.92119, 3.65308, -1.21826], [0.17953, -1.72574, -0.65985], [0.77869, 1.72693, -0.87348], [3.15715, 0.77091, 1.14877], [2.11180, 0.87284, 0.93463], [-2.05592, 1.76677, -1.04434], [-2.85651, -1.17811, 0.34858], [1.56502, -0.90485, 1.92460], [-1.96690, -1.64940, 0.05218], [0.44416, -0.74659, -1.53937], [0.42260, -2.78077, -0.81271]],
  "forces_ev_per_a": [[-0.33, 0.21, 0.39], [1.32, 0.42, 2.39], [0.83, 0.83, 0.57], [0.85, 1.95, 0.12], [-1.46, 1.22, 0.97], [0.11, 0.18, 0.42], [0.05, -0.01, -0.97], [-0.38, 0.96, -1.34], [-4.04, -0.83, -1.38], [-1.21, -0.45, -0.28], [-0.61, -0.89, -0.14], [0.40, 0.23, -0.75], [0.96, 0.76, 0.78], [2.55, -1.44, 1.18], [-0.98, -0.33, -0.71], [0.50, -1.18, -1.32], [-0.33, -1.57, -0.46], [0.47, -0.12, 0.60], [-2.33, 0.04, -0.39], [0.78, -0.28, 0.22], [1.52, -0.63, 0.17], [-0.92, 1.01, -0.28], [0.67, 0.97, 0.47], [1.32, -1.45, 0.04], [0.27, 0.40, -0.31]],
  "homo_lumo_gap_ha": [0.2395, 0.2394],
  "total_charge": 2,
  "e_lumo_ha": [-0.405, -0.405]
}

Calculated total energy (eV)
-8942.5256 -141172.0458 -16476.6083
ΔE to the lowest compared entry with this formula, charge and spin (kJ/mol)
143.0 45.4 422.4
Strongest force on any atom (Eh/bohr)
0.0532 0.0222 0.0846